<a>
The following is a DFT calculation (the ωB97M-V functional and the def2-TZVPD basis) of a 2-piece molecular cluster, C6H6BrFN overall.

Geometry (Å):
C 1.88 -0.49 -0.72
C 1.39 0.77 -1.04
C 1.10 -1.30 0.12
C 0.20 1.12 -0.47
C -0.16 -1.00 0.53
C -1.85 0.53 0.61
N -0.57 0.27 0.15
F -2.30 1.74 0.52
Br -3.21 -0.64 -0.12
H 2.84 -0.75 -0.97
H 1.87 1.54 -1.60
H 1.30 -2.38 0.24
H -0.10 2.18 -0.73
H -0.75 -1.70 1.12
H -1.66 0.11 2.36

Computed properties:
**Frontier orbital gap (spin up / spin down)**: 0.311 / 0.311 hartree
**E_HOMO (spin up / spin down)**: -14.1551 / -14.1559 eV
**Total charge**: +1
**LUMO energy (spin up / spin down)**: -5.691 / -5.690 eV

***

<b>
The following is a DFT calculation (the ωB97M-V functional and the def2-TZVPD basis) of C6H6BrFN as an isolated structure.

Geometry (Å):
C -0.48 1.43 0.24
C 0.34 1.31 -0.87
C -0.77 0.36 1.11
C 0.93 0.05 -1.10
C -0.28 -0.86 0.65
C 1.09 -2.31 -0.63
N 0.53 -0.97 -0.30
F 0.49 -2.30 -2.27
Br 3.01 -2.29 -0.76
H -1.12 2.35 0.36
H 0.56 2.22 -1.31
H -1.61 0.37 1.76
H 1.56 -0.13 -1.85
H -0.85 -1.65 1.10
H 0.68 -3.30 -0.21

Computed properties:
**Frontier orbital gap**: 0.365 hartree
**E_HOMO**: -15.1577 eV
**Total charge**: +1
**LUMO energy**: -5.217 eV

***

Which of them is most stable, and which least? Most stable: <b>; least stable: <a>.

***

<a>
The following is a DFT calculation (the ωB97M-V functional and the def2-TZVPD basis) of a 2-piece molecular cluster, C7H14N2S overall.

Geometry (Å):
C 0.96 -5.04 0.16
C -1.14 -3.23 -0.45
C 0.93 -1.45 -0.37
C -1.47 4.23 -0.30
C 0.84 4.33 0.54
C 0.93 -4.25 1.29
C -0.19 3.49 -0.22
N 0.98 -5.77 -0.70
N 0.09 2.35 -0.67
S 0.08 -2.39 0.68
H -0.98 -4.26 -0.58
H -1.09 -2.70 -1.39
H 1.70 -0.72 -0.03
H 1.06 -1.88 -1.37
H -1.64 4.37 0.78
H -1.26 5.17 -0.78
H -2.40 3.78 -0.74
H 1.00 3.86 1.51
H 0.52 5.47 0.68
H 1.62 4.35 -0.16
H 1.89 -3.96 1.54
H 0.24 -4.67 1.94
H -2.15 -3.25 0.06
H -0.51 2.15 -1.43

Computed properties:
**Frontier orbital gap**: 0.305 hartree
**E_HOMO**: -7.6632 eV
**LUMO energy**: 0.633 eV

***

<b>
The following is a DFT calculation (the ωB97M-V functional and the def2-TZVPD basis) of one molecule with the formula C7H14N2S.

Geometry (Å):
C 2.20 -0.76 1.22
C 2.02 -0.12 -0.14
C 0.99 0.98 -0.08
C -1.41 1.53 -0.03
C -2.64 0.64 0.35
C -2.26 -0.53 -0.51
C -0.87 -0.83 -0.10
H 1.99 0.03 1.97
H 3.22 -1.23 1.29
H 1.42 -1.50 1.34
H 2.87 0.57 -0.34
H 2.55 -1.72 -0.95
H 2.22 -0.45 -1.99
H -1.49 2.03 -0.98
H -1.13 2.19 0.78
H -3.69 1.01 0.16
H -2.53 0.49 1.45
H -2.90 -1.43 -0.31
H -2.17 -0.28 -1.56
H -0.86 -1.42 0.83
H -0.33 -1.37 -0.87
N 1.82 -1.02 -1.23
N -0.31 0.57 -0.07
S 1.29 2.61 -0.23

Computed properties:
**Frontier orbital gap**: 0.326 hartree
**E_HOMO**: -8.0128 eV
**SMILES**: C[C@@H](N)C(=S)N1CCCC1
**LUMO energy**: 0.860 eV

***

<c>
The following is a DFT calculation (the ωB97M-V functional and the def2-TZVPD basis) of a 2-piece molecular cluster, C7H14N2S overall.

Geometry (Å):
C 2.51 -1.94 0.43
C 2.01 -1.42 -0.90
C 2.71 -0.73 -1.86
C 0.49 -1.02 -2.46
N 0.69 -1.64 -1.34
N 1.76 -0.47 -2.87
H 3.35 -2.45 0.26
H 1.89 -2.74 0.97
H 3.62 -0.45 -2.18
H -0.34 -0.92 -3.10
H 1.92 0.14 -3.67
H 2.66 -1.05 1.01
C -2.36 0.63 0.36
C -1.97 2.09 0.29
C -1.61 0.90 2.93
S -1.67 -0.36 1.70
H -3.51 0.31 0.58
H -2.22 0.06 -0.71
H -2.15 2.63 -0.64
H -0.82 2.10 0.37
H -2.53 1.43 3.10
H -1.16 0.46 3.91
H -0.91 1.79 2.78
H -2.34 2.66 1.07

Computed properties:
**Frontier orbital gap**: 0.326 hartree
**E_HOMO**: -7.9907 eV
**SMILES**: Cc1c[nH]cn1.CCSC
**LUMO energy**: 0.879 eV

***

Which of them is most stable, and which least? Most stable: <b>; least stable: <a>.

***

<a>
The following is a DFT calculation (the ωB97M-V functional and the def2-TZVPD basis) of a 2-piece molecular cluster, C2H3Br2FSi overall.

Geometry (Å):
C 1.77 1.32 -1.25
C 2.75 0.78 -0.82
F -3.44 -1.10 1.17
Si -1.81 -0.87 1.01
Br -1.65 0.93 -0.24
Br -1.19 -2.61 -0.16
H -1.04 -0.56 2.22
H 0.82 1.58 -1.50
H 3.79 0.52 -0.43

Computed properties:
**Frontier orbital gap**: 0.414 hartree
**E_HOMO**: -10.7010 eV
**SMILES**: F[SiH](Br)Br.C#C
**LUMO energy**: 0.572 eV

***

<b>
The following is a DFT calculation (the ωB97M-V functional and the def2-TZVPD basis) of a 2-piece molecular cluster, C2H3Br2FSi overall.

Geometry (Å):
C -0.41 -0.13 0.19
C 0.82 0.20 0.41
F 1.24 0.12 4.29
Si 0.62 1.09 3.18
Br 1.87 2.95 3.36
Br -1.50 1.32 3.58
H -0.76 -0.47 -0.74
H -1.31 -0.20 0.75
H 1.62 -0.23 -0.14

Computed properties:
**Frontier orbital gap (spin up / spin down)**: 0.283 / 0.283 hartree
**E_HOMO (spin up / spin down)**: -8.8288 / -8.8312 eV
**LUMO energy (spin up / spin down)**: -1.140 / -1.142 eV

***

Which of them is most stable, and which least? Most stable: <a>; least stable: <b>.

***

<a>
The following is a DFT calculation (the ωB97M-V functional and the def2-TZVPD basis) of an isolated ion of composition C2H7N4S and charge +1.

Geometry (Å):
C 1.41 -0.60 0.69
C -0.55 -1.03 -0.96
N 0.55 1.05 -0.96
N 2.42 -0.42 1.49
N -1.58 0.92 0.14
N -0.60 0.50 -0.88
S 0.25 -1.77 0.60
H -1.70 -1.39 -1.03
H 0.06 -1.46 -1.67
H 2.93 0.42 1.27
H 2.48 -1.00 2.34
H -1.18 1.77 0.52
H -1.69 0.21 0.86
H -1.10 0.84 -1.70

Computed properties:
**Frontier orbital gap (spin up / spin down)**: 0.287 / 0.297 hartree
**E_HOMO (spin up / spin down)**: -13.4481 / -13.4081 eV
**Total charge**: +1
**LUMO energy (spin up / spin down)**: -5.651 / -5.318 eV

***

<b>
The following is a DFT calculation (the ωB97M-V functional and the def2-TZVPD basis) of C2H7N4S as an isolated structure.

Geometry (Å):
C -0.34 0.31 -0.99
C 1.55 -0.01 -0.80
N -0.37 -1.11 0.72
N -1.09 -0.28 -0.20
N -2.40 -0.41 -0.15
N 2.02 0.96 0.36
S 1.22 -1.54 0.08
H -0.67 0.85 -1.80
H -0.70 -2.03 1.07
H -2.93 0.40 -0.66
H -2.77 -0.85 0.69
H 1.60 0.69 1.21
H 1.84 1.95 0.23
H 3.04 1.07 0.26

Computed properties:
**Frontier orbital gap**: 0.322 hartree
**E_HOMO**: -12.4898 eV
**Total charge**: +1
**LUMO energy**: -3.725 eV

***

Which of them is most stable, and which least? Most stable: <b>; least stable: <a>.

***

<a>
The following is a DFT calculation (the ωB97M-V functional and the def2-TZVPD basis) of a 2-piece molecular cluster, C2H7N4S overall.

Geometry (Å):
C -0.26 2.31 0.06
C 0.52 0.27 1.36
N -0.13 2.95 1.06
N 0.25 0.67 0.23
N -0.11 -2.48 -0.76
N 0.06 0.17 -1.01
S 0.34 2.84 2.50
H -0.65 2.34 -0.89
H 0.64 -0.13 2.32
H 0.34 -2.65 0.11
H -1.01 -2.98 -0.83
H -0.61 0.60 -1.61
H 0.37 -3.05 -1.44
H 0.25 -0.86 -1.11

Computed properties:
**Frontier orbital gap (spin up / spin down)**: 0.291 / 0.291 hartree
**E_HOMO (spin up / spin down)**: -13.6157 / -13.6109 eV
**Total charge**: +1
**LUMO energy (spin up / spin down)**: -5.686 / -5.688 eV

***

<b>
The following is a DFT calculation (the ωB97M-V functional and the def2-TZVPD basis) of an isolated ion of composition C2H7N4S and charge +1.

Geometry (Å):
C -1.20 -0.39 0.71
C -0.01 -2.12 -0.30
N -1.01 -1.58 0.25
N -0.40 0.58 0.22
N -0.86 1.87 0.19
N 0.70 0.14 -0.52
S 2.23 0.02 0.30
H -2.03 -0.13 1.33
H 0.95 -2.25 0.21
H -0.18 -2.74 -1.17
H -1.32 2.14 -0.67
H -0.17 2.55 0.48
H 0.77 0.58 -1.44
H 2.54 1.33 0.41

Computed properties:
**Frontier orbital gap**: 0.352 hartree
**E_HOMO**: -14.3100 eV
**SMILES**: C=N/C=[N+](/N)NS
**Total charge**: +1
**LUMO energy**: -4.734 eV

***

<c>
The following is a DFT calculation (the ωB97M-V functional and the def2-TZVPD basis) of C2H7N4S as an isolated structure.

Geometry (Å):
C -0.47 0.40 0.23
C 0.54 -0.01 0.97
N 0.47 -0.75 -1.62
N -0.38 0.28 -1.15
N -1.43 0.65 -1.94
N 0.89 -0.03 2.36
S 1.87 -0.86 -0.74
H -1.36 0.92 0.55
H -0.02 -1.64 -1.75
H -1.14 1.26 -2.69
H -1.95 -0.14 -2.31
H 1.91 -0.13 2.44
H 0.45 -0.81 2.87
H 0.62 0.86 2.80

Computed properties:
**Frontier orbital gap**: 0.290 hartree
**E_HOMO**: -12.1433 eV
**Total charge**: +1
**LUMO energy**: -4.242 eV

***

<d>
The following is a DFT calculation (the ωB97M-V functional and the def2-TZVPD basis) of an isolated ion of composition C2H7N4S and charge +1.

Geometry (Å):
C 0.84 0.98 0.56
C -1.08 -0.46 0.07
N -0.25 -1.17 -0.79
N -0.28 0.41 1.01
N 1.63 1.72 1.40
N -0.64 -1.76 -1.82
S 1.29 0.95 -1.05
H -1.93 0.02 -0.62
H -1.61 -1.08 0.70
H -0.61 0.89 1.83
H 1.66 1.61 2.40
H 2.54 1.83 1.01
H -1.53 -1.76 -2.19
H -0.03 -2.18 -2.50

Computed properties:
**Frontier orbital gap (spin up / spin down)**: 0.249 / 0.257 hartree
**E_HOMO (spin up / spin down)**: -12.6670 / -12.7530 eV
**SMILES**: NC(=S)NCN=[NH2+]
**Total charge**: +1
**LUMO energy (spin up / spin down)**: -5.882 / -5.768 eV

***

Which of them is most stable, and which least? Most stable: <d>; least stable: <a>.

***

<a>
The following is a DFT calculation (the ωB97M-V functional and the def2-TZVPD basis) of an isolated ion of composition C2H7N4S and charge +1.

Geometry (Å):
C 1.06 -0.29 -0.13
C -0.44 1.05 -1.25
N 0.75 0.68 -0.93
N 0.17 -0.64 0.86
N 2.25 -0.90 -0.18
N -1.08 -0.01 0.80
S -1.59 0.13 -2.18
H -0.61 2.06 -1.25
H 0.74 -0.92 1.63
H 2.89 -0.63 -0.96
H 2.51 -1.83 0.02
H -1.19 0.79 1.31
H -1.84 -0.64 0.99
H -2.63 0.82 -1.72

Computed properties:
**Frontier orbital gap**: 0.355 hartree
**E_HOMO**: -13.9735 eV
**Total charge**: +1
**LUMO energy**: -4.317 eV

***

<b>
The following is a DFT calculation (the ωB97M-V functional and the def2-TZVPD basis) of an isolated ion of composition C2H7N4S and charge +1.

Geometry (Å):
C -0.38 0.80 -0.02
C 1.11 1.29 -0.02
N -1.17 1.77 -0.22
N -0.61 -0.52 -0.05
N -1.61 -1.11 0.63
N 1.14 -1.37 -0.35
S 2.22 -0.12 0.18
H 1.44 1.87 -0.91
H 1.39 1.98 0.81
H -2.13 1.62 -0.41
H -2.07 -1.90 0.30
H -1.77 -0.70 1.57
H 1.67 -2.22 -0.17
H 0.78 -1.39 -1.35

Computed properties:
**Frontier orbital gap (spin up / spin down)**: 0.256 / 0.262 hartree
**E_HOMO (spin up / spin down)**: -13.1095 / -13.1784 eV
**SMILES**: [H]/N=C(/CSN)N=[NH2+]
**Total charge**: +1
**LUMO energy (spin up / spin down)**: -6.149 / -6.051 eV

***

Which of them is most stable, and which least? Most stable: <a>; least stable: <b>.

***

<a>
The following is a DFT calculation (the ωB97M-V functional and the def2-TZVPD basis) of C42H63ClCsIN8O4SSe as an isolated structure.

Geometry (Å):
Cs -1.67 -1.10 3.31
C -0.21 -2.73 -4.71
C 0.89 -2.07 -3.87
C 1.14 -0.64 -4.39
C 2.17 -2.88 -4.01
C 0.42 -1.97 -2.42
C -0.73 -1.26 -2.11
C -1.11 -1.14 -0.79
N -0.43 -1.65 0.23
C 0.67 -2.34 -0.05
C 1.12 -2.53 -1.35
C 1.47 -2.81 1.14
C 2.56 -3.66 1.00
C 3.32 -4.01 2.11
C 2.92 -3.48 3.34
C 1.80 -2.67 3.39
N 1.09 -2.34 2.32
C 4.55 -4.91 2.03
C 4.32 -6.15 2.91
C 5.77 -4.14 2.55
C 4.84 -5.38 0.61
H 0.10 -2.79 -5.75
H -1.14 -2.16 -4.67
H -0.41 -3.74 -4.35
H 1.47 -0.68 -5.43
H 1.92 -0.15 -3.80
H 0.25 -0.03 -4.33
H 2.46 -2.91 -5.07
H 2.04 -3.91 -3.67
H 3.00 -2.43 -3.46
H -1.31 -0.74 -2.87
H -2.00 -0.56 -0.54
H 2.03 -3.08 -1.53
H 2.82 -4.05 0.03
H 3.45 -3.69 4.26
H 1.48 -2.28 4.35
H 4.14 -5.87 3.95
H 5.20 -6.80 2.88
H 3.46 -6.71 2.56
H 5.64 -3.82 3.58
H 5.95 -3.24 1.95
H 6.66 -4.77 2.50
H 4.01 -5.96 0.20
H 5.73 -6.01 0.61
H 5.03 -4.54 -0.06
O -2.70 1.05 1.46
H -2.05 1.73 1.67
H -2.85 1.20 0.51
N 2.09 0.61 4.64
C 2.20 -0.19 5.48
N 2.23 -1.19 6.32
C 3.03 -1.17 7.36
N 3.70 -1.26 8.30
N -5.25 -2.80 4.84
C -4.70 -1.57 4.65
O -3.72 -1.17 5.26
C -5.40 -0.70 3.63
I -6.90 0.46 4.62
H -4.65 -3.39 5.39
H -5.59 -3.25 3.98
H -5.92 -1.27 2.87
H -4.71 0.02 3.20
C -3.55 3.16 -7.50
C -3.10 2.93 -6.08
C -3.77 2.06 -5.24
C -3.37 1.84 -3.92
C -4.17 0.89 -3.07
C -2.26 2.51 -3.40
Se -1.68 2.22 -1.61
C -1.56 3.40 -4.25
C -0.36 4.14 -3.75
C -1.99 3.59 -5.56
H -4.38 2.50 -7.75
H -2.74 2.96 -8.21
H -3.87 4.19 -7.66
H -4.64 1.52 -5.61
H -5.00 0.46 -3.64
H -4.56 1.38 -2.18
H -3.54 0.07 -2.70
H 0.39 3.45 -3.35
H -0.62 4.80 -2.92
H 0.09 4.73 -4.56
H -1.43 4.28 -6.19
C 3.51 3.27 2.22
C 3.44 2.35 1.01
C 2.61 1.08 1.21
C 1.10 1.29 1.19
N 0.64 2.00 2.38
C -0.18 3.07 2.47
S -0.57 3.71 3.98
N -0.67 3.56 1.31
C -1.54 4.72 1.23
C -0.78 6.04 1.18
C -0.10 6.35 -0.15
C 1.07 5.44 -0.52
H 4.21 4.10 2.04
H 3.85 2.72 3.10
H 2.54 3.70 2.47
H 4.46 2.05 0.74
H 3.05 2.90 0.15
H 2.88 0.60 2.16
H 2.84 0.37 0.41
H 0.60 0.33 1.14
H 0.83 1.83 0.28
H 1.01 1.65 3.27
H -0.55 3.05 0.45
H -2.21 4.70 2.09
H -2.14 4.59 0.32
H -0.05 6.04 2.00
H -1.50 6.84 1.40
H 0.25 7.39 -0.12
H -0.85 6.31 -0.95
H 1.79 5.38 0.30
H 1.59 5.82 -1.40
H 0.74 4.43 -0.75
Cl -5.95 -2.48 -0.53
C -4.38 -2.90 0.24
C -4.47 -3.22 1.74
O -5.50 -3.79 2.17
O -3.46 -2.87 2.39
H -3.70 -2.07 0.07
H -4.00 -3.78 -0.28

Computed properties:
**Frontier orbital gap**: 0.217 hartree
**E_HOMO**: -2.6622 eV
**Total charge**: -2
**LUMO energy**: 3.248 eV

***

<b>
The following is a DFT calculation (the ωB97M-V functional and the def2-TZVPD basis) of C42H63ClCsIN8O4SSe as an isolated structure.

Geometry (Å):
Cs 0.80 0.47 1.72
C 5.89 -3.25 2.23
C 5.11 -4.23 1.34
C 6.06 -4.85 0.31
C 4.56 -5.34 2.23
C 4.01 -3.47 0.62
C 2.67 -3.80 0.71
C 1.71 -2.98 0.14
N 2.00 -1.86 -0.52
C 3.29 -1.57 -0.67
C 4.31 -2.33 -0.13
C 3.62 -0.31 -1.39
C 4.65 -0.29 -2.33
C 4.99 0.90 -2.97
C 4.25 2.02 -2.62
C 3.24 1.91 -1.68
N 2.92 0.77 -1.07
C 6.13 0.93 -3.98
C 7.45 0.76 -3.22
C 6.18 2.25 -4.75
C 5.98 -0.21 -4.99
H 6.63 -3.78 2.82
H 5.20 -2.73 2.90
H 6.40 -2.49 1.64
H 6.87 -5.38 0.81
H 6.50 -4.09 -0.34
H 5.53 -5.56 -0.33
H 5.38 -5.82 2.77
H 4.04 -6.10 1.65
H 3.86 -4.94 2.97
H 2.33 -4.66 1.28
H 0.66 -3.22 0.25
H 5.34 -1.99 -0.24
H 5.18 -1.21 -2.54
H 4.43 2.99 -3.07
H 2.67 2.77 -1.38
H 7.58 1.56 -2.49
H 8.30 0.77 -3.91
H 7.47 -0.19 -2.68
H 6.40 3.09 -4.09
H 5.23 2.45 -5.26
H 6.97 2.21 -5.50
H 6.03 -1.19 -4.51
H 6.78 -0.16 -5.73
H 5.02 -0.14 -5.51
O -0.18 -0.76 -2.88
H -0.97 -0.27 -2.62
H -0.06 -1.42 -2.19
N -1.80 1.64 2.28
C -2.83 1.56 2.81
N -3.94 1.51 3.51
C -5.02 1.12 2.87
N -6.02 0.82 2.35
N -1.11 4.42 -1.18
C -0.04 3.60 -1.36
O 0.69 3.27 -0.45
C 0.22 3.15 -2.78
I 1.42 4.63 -3.78
H -1.41 4.56 -0.23
H -1.81 4.44 -1.91
H -0.68 3.03 -3.36
H 0.80 2.23 -2.77
C -4.70 -7.40 3.80
C -4.01 -6.59 2.74
C -2.82 -5.93 2.98
C -2.17 -5.18 2.00
C -0.88 -4.49 2.34
C -2.72 -5.07 0.71
Se -1.84 -4.10 -0.67
C -3.95 -5.73 0.46
C -4.61 -5.65 -0.89
C -4.56 -6.47 1.46
H -4.18 -7.31 4.76
H -4.72 -8.47 3.55
H -5.73 -7.08 3.95
H -2.37 -5.99 3.97
H -0.63 -4.64 3.39
H -0.95 -3.42 2.15
H -0.07 -4.87 1.72
H -4.48 -4.67 -1.33
H -5.68 -5.88 -0.80
H -4.16 -6.36 -1.58
H -5.50 -6.96 1.24
C -6.73 4.67 -2.36
C -7.03 4.74 -0.86
C -5.80 4.78 0.04
C -5.11 3.44 0.26
N -4.49 2.96 -0.97
C -3.95 1.72 -1.16
S -2.93 1.51 -2.50
N -4.31 0.76 -0.32
C -3.86 -0.63 -0.39
C -4.64 -1.46 -1.41
C -6.07 -1.80 -1.02
C -7.02 -0.60 -0.96
H -7.65 4.71 -2.94
H -6.21 3.75 -2.62
H -6.10 5.51 -2.67
H -7.64 3.88 -0.57
H -7.63 5.63 -0.66
H -6.09 5.15 1.03
H -5.07 5.51 -0.35
H -5.87 2.73 0.59
H -4.38 3.52 1.06
H -4.04 3.65 -1.54
H -4.96 0.96 0.42
H -3.98 -1.05 0.61
H -2.79 -0.66 -0.61
H -4.07 -2.39 -1.53
H -4.61 -0.95 -2.37
H -6.06 -2.31 -0.05
H -6.45 -2.53 -1.73
H -6.86 0.01 -0.07
H -8.06 -0.94 -0.93
H -6.90 0.03 -1.84
Cl 2.03 -1.31 6.58
C 2.71 -1.78 4.99
C 2.50 -0.74 3.86
O 2.27 0.44 4.15
O 2.62 -1.25 2.72
H 2.27 -2.73 4.71
H 3.78 -1.91 5.14

Computed properties:
**Frontier orbital gap**: 0.168 hartree
**E_HOMO**: -1.5701 eV
**Total charge**: -2
**LUMO energy**: 3.009 eV

***

Which of them is most stable, and which least? Most stable: <a>; least stable: <b>.